90
Properties=species:S:1:pos:R:3:forces:R:3:lowdin_charge:R:1 method="wB97M-V/def2-TZVPD" orbital_gap_ev=7.72 homo_energy_ev=-5.5 charge=-1 e_tot_ha=-2205.669453 relative_energy_kcal_mol=128.9
H -1.469 3.568 8.560 -0.150 -0.318 -0.079 0.075
C -0.466 5.245 7.662 -0.006 -0.818 -2.730 -0.428
H -9.682 7.322 6.975 1.736 -0.541 0.023 0.068
H -4.133 14.593 7.771 -0.289 -0.897 -0.824 0.074
H -13.754 8.138 3.058 0.431 -0.352 0.052 0.081
C -0.496 3.716 8.091 -0.341 1.359 -0.202 -0.056
H -10.568 8.933 7.933 0.343 0.169 -0.308 0.092
C -10.042 0.150 19.221 -0.200 -0.266 1.214 -0.232
H -2.846 12.116 9.034 0.321 -0.825 0.595 0.058
H 0.243 3.493 8.861 0.184 0.308 0.003 0.067
C -9.262 0.613 17.077 -0.558 1.849 0.193 -0.098
N -0.598 6.147 8.764 -0.827 -0.527 0.533 0.043
O -1.459 6.862 5.916 -0.392 -1.961 1.577 -0.180
C -14.080 8.456 4.048 0.974 0.779 1.055 -0.076
H -12.559 0.019 19.145 0.132 0.372 -0.118 0.064
H -0.562 5.498 9.537 0.027 0.566 0.959 0.062
H -1.581 6.357 8.670 -0.313 0.877 0.981 0.070
H -2.037 14.826 8.779 -0.334 -0.237 -0.533 0.108
H -13.831 8.441 17.758 0.615 -0.144 0.355 0.090
H -11.604 8.911 4.454 0.215 0.305 -0.083 0.130
C -14.080 5.993 15.654 2.802 0.205 -0.785 -0.211
H -11.175 -3.010 20.021 -0.296 -0.387 -0.593 0.074
H 0.479 5.506 7.188 0.173 -0.467 -0.427 0.119
H -14.152 3.918 16.343 1.036 0.096 -0.795 0.146
H -15.345 5.494 17.354 -0.485 -0.184 1.169 0.051
H -8.223 0.341 17.266 -0.083 -1.038 -0.082 0.090
N -2.044 12.719 8.928 0.410 -0.089 0.019 0.036
C -0.987 15.861 10.787 -0.009 0.920 0.936 -0.122
H -13.882 8.574 16.085 -0.189 -0.221 -0.602 0.082
H -1.650 16.645 11.151 -0.365 0.307 -0.327 0.085
C -2.607 7.130 5.164 0.309 2.323 -1.812 -0.164
C -11.096 9.030 6.983 -3.040 0.728 1.073 -0.063
O -5.411 7.658 11.561 0.186 -0.579 1.458 -0.446
H -11.828 6.964 6.680 -0.054 0.160 0.754 0.150
H -13.057 5.757 15.360 0.441 0.216 -0.549 0.133
H -10.897 9.918 6.384 0.921 -0.357 -0.040 0.091
H -4.768 14.448 9.280 -0.161 0.029 0.441 0.061
C -2.740 14.343 10.739 -0.481 -0.880 -1.330 -0.212
H -3.174 7.979 5.544 -0.342 -0.299 0.745 0.084
N -9.866 7.386 5.984 -0.179 -0.759 0.319 0.043
N -15.783 4.806 16.758 -1.033 0.187 1.967 0.023
C -13.450 7.946 16.864 -0.653 0.845 -0.095 -0.107
H -10.237 1.170 19.551 -0.721 0.273 0.252 0.122
C -10.536 -2.338 19.448 -0.397 0.477 0.082 -0.070
H -9.231 1.672 17.335 -0.068 0.517 0.006 0.084
C -11.934 7.995 4.942 -0.422 -0.301 -2.192 -0.280
H -15.137 8.202 4.133 0.213 -0.118 0.513 0.083
O -7.017 6.518 12.791 1.649 0.084 1.666 -0.415
C -4.079 13.917 8.624 -0.421 2.539 0.577 -0.071
H -9.874 6.440 5.630 0.403 -0.376 -0.129 0.070
H -3.284 13.568 11.279 1.061 -1.154 0.042 0.128
O -5.302 7.940 13.914 -1.067 -0.272 0.557 -0.390
H -12.137 9.213 7.247 -0.271 0.488 0.689 0.079
O -4.621 5.894 12.984 -1.589 0.389 0.211 -0.415
H -2.221 7.577 4.248 0.171 0.075 -0.410 0.076
H -12.370 8.023 16.734 0.138 -0.321 0.320 0.095
H -3.297 6.398 4.745 0.276 -0.943 0.920 0.087
H -3.518 15.064 10.990 0.379 1.452 -0.664 0.106
H -11.893 7.182 4.217 1.575 -0.375 -0.238 0.130
H -1.546 4.869 5.747 -0.142 -0.604 0.268 0.114
N -12.359 -0.642 19.882 0.345 -0.507 -0.678 0.044
H -16.634 5.286 16.502 -0.096 -0.054 -0.948 0.070
C -14.731 4.657 15.790 -1.891 0.550 1.086 -0.473
H -0.339 2.990 7.294 -0.149 0.227 -0.195 0.064
H -14.459 6.668 14.887 -0.665 -0.102 -0.089 0.133
H -15.600 3.104 14.700 0.449 -0.239 -0.390 0.083
H -0.830 15.986 9.715 -0.313 -0.473 -0.144 0.074
H -10.673 -0.971 20.992 0.308 0.508 0.187 0.117
O -13.975 6.653 16.888 -0.308 -0.118 0.492 -0.206
H -8.966 0.103 19.391 0.265 -0.879 0.529 0.117
H -12.770 -1.489 19.515 -0.520 -0.219 0.132 0.054
H -14.669 4.316 13.684 0.063 -0.502 -0.117 0.085
C -1.609 5.558 6.589 1.630 0.295 -0.257 -0.154
O -1.479 14.628 11.277 0.435 0.157 -0.204 -0.155
H -9.569 0.622 16.032 0.216 -0.634 0.097 0.095
H -0.034 16.156 11.226 0.173 -0.791 0.306 0.084
C -15.321 4.146 14.541 -0.283 -0.855 -1.225 -0.072
H -1.952 12.656 7.924 0.585 0.038 -0.418 0.067
C -10.917 -0.940 19.930 1.561 0.933 0.804 -0.416
H -2.592 5.508 7.058 -0.125 -0.068 0.151 0.121
H -10.643 -2.339 18.364 -0.167 -0.658 0.062 0.078
H -4.510 12.917 8.566 0.393 0.084 -0.624 0.084
Cl -5.611 6.984 12.881 0.794 0.356 -3.933 0.666
O -10.264 0.025 17.875 -0.001 -0.716 -1.960 -0.199
O -13.286 7.986 5.160 -3.478 0.171 0.231 -0.197
C -2.649 14.016 9.175 -1.371 -0.190 2.168 -0.405
H -16.286 4.585 14.289 0.073 0.635 0.202 0.079
C -11.249 7.764 6.218 1.199 0.046 -1.039 -0.487
H -9.528 -2.640 19.733 0.185 0.388 -0.132 0.078
H -13.927 9.531 4.139 -0.551 0.335 -0.675 0.086

=====

90
Properties=species:S:1:pos:R:3:forces:R:3:lowdin_charge:R:1 method="wB97M-V/def2-TZVPD" orbital_gap_ev=7.21 homo_energy_ev=-10.3 charge=+1 e_tot_ha=-1925.321987 relative_energy_kcal_mol=0.0
C 1.291 0.579 2.300 -1.098 0.279 0.145 -0.359
H 1.676 -6.122 0.876 0.092 -0.063 0.012 0.091
N 4.007 -2.568 1.268 0.371 0.381 -0.128 0.048
H -1.745 2.976 -5.650 -0.271 -0.023 0.114 0.079
N -0.556 -0.207 -0.476 0.235 -0.935 1.181 -0.501
H 4.540 -1.466 4.432 0.001 -0.008 -0.079 0.090
H -2.685 3.162 -3.338 -0.081 -0.045 0.142 0.130
H -2.914 0.997 0.107 -0.249 0.154 0.252 0.018
H 4.938 -2.514 -0.612 0.208 -0.072 0.107 0.142
H -5.146 2.882 0.464 -0.124 -0.156 0.218 0.134
C 8.069 -2.854 1.743 0.495 0.136 0.340 -0.108
H -2.130 1.264 -5.680 0.002 -0.093 0.120 0.082
H -2.209 3.369 -0.017 0.036 0.152 0.033 0.126
O -3.399 4.965 0.351 0.116 0.207 0.013 -0.176
H -4.033 1.349 -0.976 -0.124 -0.238 0.221 0.036
H 0.040 -0.729 3.383 -0.075 0.733 -0.388 0.124
H 6.916 -1.170 0.088 0.020 -0.077 0.072 0.135
Mg -0.227 -2.057 1.159 -0.551 1.738 -1.213 0.722
H -0.606 -4.934 -1.251 -0.018 -0.019 -0.010 0.147
C 4.183 -0.574 -0.148 -0.045 -0.189 0.658 -0.038
H 1.285 -3.676 -0.914 0.272 0.279 0.328 0.155
C 6.269 -1.649 0.835 -0.156 -0.249 0.224 -0.203
C -0.446 -4.591 -0.228 0.209 0.198 0.269 -0.133
O 3.146 -0.438 3.355 0.269 -0.410 0.471 -0.258
H 1.416 -1.285 2.935 -0.350 -0.064 -0.625 0.090
H 2.044 1.068 4.280 -0.065 -0.203 0.040 0.139
H -4.565 6.616 0.233 0.115 -0.125 -0.121 0.091
H -5.868 4.749 -4.787 -0.009 0.149 -0.103 0.088
H -0.579 1.514 1.775 0.077 -0.077 0.074 0.058
H 2.238 -3.134 1.182 -0.316 0.296 -0.139 0.065
N 0.616 -0.755 2.528 0.986 -0.329 1.868 0.027
C 1.935 -5.482 0.031 -0.227 0.063 -0.458 -0.031
H 3.201 -0.818 -0.554 0.059 0.125 -0.235 0.069
H 0.661 2.673 2.094 0.267 -0.083 0.163 0.102
H -0.905 1.925 -4.552 -0.113 -0.227 0.022 0.074
H -0.112 1.812 3.441 0.140 -0.036 0.046 0.094
H 8.534 -3.835 1.686 -0.146 -0.115 0.015 0.091
H 8.698 -2.162 1.173 -0.020 0.035 0.041 0.091
H -3.075 -2.588 -0.122 0.082 0.053 0.064 0.099
H 3.060 1.565 2.913 -0.029 0.049 0.198 0.148
O -0.661 0.800 -1.095 0.017 0.641 -0.660 0.108
H -4.307 1.836 2.589 -0.055 0.088 0.152 0.081
H 1.855 -6.053 -0.897 -0.108 -0.105 0.127 0.095
H -5.428 4.834 -6.545 0.095 0.282 0.165 0.088
H -5.436 5.199 0.748 -0.001 -0.231 -0.215 0.087
H 2.973 -5.162 0.094 0.033 -0.004 0.210 0.079
O -1.177 -3.360 -0.027 0.017 -1.061 0.170 -0.275
C -4.098 2.616 0.621 0.182 -0.422 -0.816 -0.450
H 3.736 -1.860 1.957 0.243 -0.183 -0.030 0.052
H -3.075 0.298 -3.700 -0.197 -0.023 0.177 0.077
H 4.570 0.288 4.697 -0.039 -0.025 -0.053 0.101
C -5.509 4.203 -5.665 -0.291 -0.486 -0.231 -0.106
C -2.953 2.292 -3.940 0.216 -0.720 -0.416 -0.421
H -3.506 3.593 -1.193 -0.018 0.109 0.045 0.110
H 8.039 -2.537 2.793 0.123 0.065 -0.070 0.092
C -2.560 -3.521 -0.333 -0.614 -0.015 -0.403 -0.036
C -4.651 5.539 0.061 -0.126 0.602 0.401 -0.108
C 4.879 -1.869 0.269 -0.690 -0.004 0.072 -0.384
C 0.279 1.707 2.427 -0.537 -0.004 -0.489 -0.034
C -3.263 3.652 -0.119 0.143 -0.383 -0.386 -0.228
H -2.201 1.003 -2.552 -0.179 0.055 0.034 0.034
H 4.605 -3.241 1.748 -0.145 0.028 -0.021 0.089
H 6.213 -0.999 1.726 0.005 0.051 -0.165 0.135
H -4.947 5.382 -0.981 -0.034 -0.145 -0.005 0.090
N -3.075 1.096 -3.065 0.367 0.319 -0.409 0.043
H 4.002 0.048 0.740 0.153 -0.021 -0.110 0.069
C 3.921 -0.579 4.543 0.138 0.027 0.085 -0.063
H 1.685 0.576 1.286 0.047 -0.261 -0.011 0.127
C -4.315 2.532 -4.553 -0.403 0.121 0.532 -0.241
C -3.737 2.605 2.070 0.034 -0.078 0.505 -0.056
O 0.511 -0.907 -0.445 -0.215 0.172 -0.192 -0.053
H 3.287 -0.709 5.428 -0.054 0.088 -0.124 0.098
H -2.680 -3.755 -1.394 0.101 0.079 0.033 0.110
H 1.144 -3.999 2.010 0.033 -0.064 -0.273 0.122
C -1.882 2.095 -5.014 0.316 0.466 -0.072 -0.059
N -3.894 1.271 0.037 -0.074 0.554 -0.346 0.053
H -6.256 3.432 -5.915 0.153 0.043 0.123 0.091
H -3.889 3.584 2.522 -0.065 -0.063 0.100 0.084
H -2.674 2.361 2.169 0.014 -0.003 0.039 0.059
C 1.032 -4.261 -0.024 -0.058 -0.134 -0.250 -0.379
O -1.497 -0.638 0.292 0.304 0.096 -0.089 -0.081
H -0.824 -5.361 0.456 0.041 0.097 0.066 0.145
H -3.005 -4.341 0.236 0.137 0.075 0.151 0.106
O 6.774 -2.920 1.217 -0.416 0.160 -0.567 -0.200
N 1.217 -3.394 1.182 0.882 -1.621 0.165 0.008
H -5.032 2.713 -3.732 0.100 0.053 -0.122 0.124
O -4.244 3.633 -5.415 -0.004 0.202 -0.192 -0.186
H 4.769 0.012 -0.851 -0.027 -0.059 -0.159 0.089
H -4.697 1.646 -5.089 0.223 -0.033 -0.009 0.134
C 2.416 0.762 3.296 0.246 0.486 -0.417 -0.194

=====

87
Properties=species:S:1:pos:R:3:forces:R:3:lowdin_charge:R:1 method="wB97M-V/def2-TZVPD" orbital_gap_ev=8.13 homo_energy_ev=-7.9 charge=0 e_tot_ha=-1582.156612 relative_energy_kcal_mol=0.0
H 8.683 -9.125 13.574 -1.104 0.399 0.144 0.118
H 3.766 -18.103 15.873 -0.989 0.336 0.200 0.044
H 7.576 -7.027 14.564 -0.140 0.540 -0.726 0.119
H 11.605 -15.875 10.450 1.013 -0.306 -0.768 0.074
H 7.134 -11.353 11.397 -0.706 0.749 -0.527 0.085
H 8.064 -12.875 9.804 -1.190 0.634 0.708 0.069
H 7.854 -17.617 14.100 -0.004 -0.381 -0.303 0.078
H 4.890 -17.576 14.017 0.226 0.428 0.122 0.048
H 6.088 -9.958 10.629 0.529 -0.458 -0.263 0.088
C 6.930 -7.865 14.297 -0.289 0.848 1.312 -0.152
H 11.048 -16.427 12.027 -0.288 -0.768 0.091 0.061
H 7.983 -17.593 8.036 -0.188 0.155 0.253 0.080
N 5.271 -8.860 12.911 -1.252 -1.413 0.390 -0.128
H 9.641 -14.284 7.732 1.056 -0.217 -0.508 0.108
C 8.388 -16.626 7.754 0.090 0.674 -1.766 -0.044
H 5.092 -18.550 16.253 0.624 -0.281 0.648 0.002
C 4.823 -11.172 12.926 -0.704 -0.805 -0.602 -0.053
H 6.836 -14.944 10.235 -0.091 0.161 0.319 0.055
H 4.318 -6.778 14.236 -0.362 -0.426 -0.145 0.084
C 5.922 -10.169 12.743 1.237 0.643 1.156 -0.528
O 8.676 -15.253 15.816 -1.873 -0.762 0.096 -0.017
C 6.993 -15.643 9.432 0.190 1.346 -0.711 -0.018
H 4.906 -12.964 14.983 0.450 -0.613 0.285 0.062
H 5.856 -19.078 18.521 -0.627 -0.007 -0.118 0.066
O 4.498 -18.573 15.501 0.110 -0.089 -1.105 -0.039
C 9.763 -15.011 10.898 1.777 0.076 -0.181 -0.531
H 11.687 -14.846 11.957 0.027 -0.140 -0.598 0.090
O 6.222 -14.313 14.138 1.105 0.296 -0.470 -0.150
H 6.425 -17.713 12.410 -0.604 0.317 0.209 0.032
C 5.445 -13.911 15.229 0.255 1.117 1.121 -0.161
C 4.908 -6.553 13.350 0.375 0.465 0.309 -0.037
H 6.751 -16.630 9.756 -0.234 -0.709 0.191 0.069
H 10.966 -13.623 9.745 0.392 -0.595 -0.512 0.116
C 6.746 -10.301 11.433 0.494 -0.332 1.343 0.006
H 5.933 -15.110 13.681 -0.428 -0.244 0.520 0.034
C 8.725 -14.185 8.267 -0.031 0.406 -0.034 -0.135
H 8.125 -15.290 15.014 0.264 0.391 0.173 0.048
H 7.671 -9.682 11.528 -0.908 -0.343 -0.343 0.071
H 6.329 -7.247 10.967 0.125 -0.209 -0.397 0.080
H 7.813 -7.706 11.926 0.155 -0.132 -0.448 0.055
C 8.059 -18.291 13.240 1.686 0.032 1.409 -0.166
C 6.803 -10.301 13.981 1.458 -0.096 2.096 -0.134
O 4.298 -8.815 11.897 -1.803 1.208 -0.683 -0.058
H 4.200 -10.899 13.783 0.255 -0.092 0.073 0.095
H 9.328 -16.832 7.228 0.174 0.281 0.444 0.090
C 8.424 -15.571 8.843 -1.095 -0.436 0.865 -0.505
H 7.860 -14.346 11.603 -0.474 0.845 -0.031 0.057
H 4.171 -11.161 12.074 -0.421 0.016 -0.535 0.074
H 7.102 -6.108 12.070 0.051 -0.147 -0.156 0.083
H 8.048 -13.791 7.498 -0.504 -0.635 0.300 0.125
H 4.474 -16.520 12.943 -0.464 -0.004 -0.286 0.074
H 9.133 -18.152 12.996 -0.512 0.083 -0.004 0.085
H 6.138 -10.283 14.921 0.689 -0.332 -1.427 0.138
H 4.280 -6.294 12.482 0.166 -0.556 0.266 0.088
H 4.695 -14.635 15.519 -0.126 -0.407 0.102 0.070
H 6.128 -13.712 16.133 -0.950 -0.298 -1.274 0.102
H 7.224 -15.726 18.334 -0.159 0.004 0.228 0.052
H 7.424 -11.252 14.026 -1.012 0.839 -0.369 0.134
H 6.330 -15.312 8.635 -0.336 -0.310 -0.037 0.089
H 6.383 -7.987 15.253 -0.477 0.069 -0.603 0.124
H 8.098 -15.988 17.144 0.573 0.238 -0.978 -0.034
O 9.266 -17.266 10.247 0.565 0.819 -0.036 -0.011
H 5.162 -12.204 13.001 0.380 0.073 0.225 0.067
C 5.974 -7.630 13.084 1.273 0.896 -0.148 -0.499
H 10.223 -12.880 11.008 -0.240 -0.160 0.777 0.118
H 8.534 -17.310 10.879 -0.391 0.037 0.067 0.036
H 8.389 -15.793 12.290 -0.350 -1.052 0.350 0.054
H 3.386 -8.599 12.272 2.064 -0.451 -0.174 0.145
H 9.508 -14.893 15.633 1.800 0.825 -0.756 0.039
O 5.404 -18.352 18.059 1.733 0.131 0.164 -0.081
H 8.026 -19.343 13.613 -0.645 0.521 -0.544 0.092
C 8.967 -13.098 9.314 1.311 -1.411 -0.983 -0.160
H 7.749 -16.135 6.986 0.087 -0.768 0.205 0.093
H 9.151 -14.368 12.836 -0.066 0.398 -0.069 0.095
H 5.371 -5.615 13.617 0.547 0.354 0.005 0.073
C 11.141 -15.600 11.354 -1.071 1.970 1.971 -0.004
C 8.731 -14.846 11.950 0.331 -0.314 1.390 -0.020
C 10.024 -13.654 10.271 0.477 1.639 -0.303 -0.141
H 6.201 -17.771 17.914 -0.788 0.093 -0.015 0.024
O 5.228 -16.860 13.419 -0.133 -0.468 0.286 -0.051
N 9.443 -15.901 9.838 -0.620 -1.425 -2.025 -0.102
H 9.368 -12.231 8.763 -0.316 -0.060 0.579 0.124
C 6.878 -7.167 11.894 -0.706 0.543 1.100 -0.019
O 7.309 -17.937 12.127 0.342 -0.727 -0.792 -0.143
C 7.783 -9.095 14.253 -0.007 -1.989 -1.631 -0.200
O 7.520 -16.433 17.758 -0.883 -0.658 1.226 -0.056
H 8.230 -9.292 15.210 0.102 0.130 0.668 0.096